Here is a single C7H14N2S molecule at a distorted geometry from the Open Molecules 2025 dataset. Energies are from ωB97M-V/def2-TZVPD.

Geometry (Å):
C: 3.195 0.718 -0.618
C: -2.988 -0.320 -0.883
C: 2.600 1.834 -0.956
C: -2.428 0.937 -0.036
C: -1.330 0.328 0.852
C: 0.029 0.015 0.194
C: 0.337 -1.452 0.670
N: 3.743 -0.195 -0.077
N: 1.624 -1.949 0.349
S: 2.864 -1.313 0.970
H: -3.756 -0.871 -0.290
H: -3.288 -0.020 -1.926
H: -2.197 -0.996 -1.087
H: 2.573 2.743 -0.276
H: 2.583 1.968 -2.042
H: -3.260 1.454 0.619
H: -1.887 1.651 -0.549
H: -1.578 -0.666 1.264
H: -1.136 0.998 1.644
H: 0.755 0.619 0.727
H: 0.145 0.236 -0.897
H: -0.391 -1.955 0.153
H: 0.114 -1.506 1.724
H: 3.677 -2.258 0.470

Cartesian forces (eV/Å) of the 3 atoms listed first:
-0.59 1.83 0.81
-0.61 2.35 -0.24
0.62 1.32 -0.89

The value obtained for the energy relative to the best compared isomer or geometry (same formula, charge and spin) is 531.5 kJ/mol. The charge is 0. For the LUMO energy, the calculation gives 0.59 eV. The value obtained for the HOMO energy is -8.4 eV. Its HOMO-LUMO gap is 9.00 eV.



Here is a gas-phase ion, C7H14N2S (charge +2) at a distorted geometry from the Open Molecules 2025 dataset. Energies are from ωB97M-V/def2-TZVPD.

Geometry (Å):
C: -2.103 -1.256 0.201
C: -2.942 0.953 -0.072
C: -1.122 -0.324 0.023
C: -1.059 2.208 -0.474
C: 0.512 -2.085 -0.248
C: 0.797 -0.394 1.349
C: 1.191 0.034 -1.034
N: -1.655 0.889 -0.136
N: 0.279 -0.606 -0.077
S: -3.672 -0.582 0.257
H: -2.032 -2.368 0.241
H: -3.428 1.884 -0.352
H: -1.652 2.991 0.084
H: -0.002 2.169 0.014
H: -1.031 2.648 -1.523
H: 1.604 -2.271 -0.423
H: 0.217 -2.632 0.611
H: -0.079 -2.461 -1.093
H: 1.727 -0.869 1.461
H: 0.979 0.764 1.348
H: 0.164 -0.872 2.080
H: 2.247 -0.287 -1.046
H: 0.805 -0.146 -2.104
H: 1.222 1.126 -0.946

Cartesian forces (eV/Å) of the 3 atoms listed first:
0.05 -1.47 0.12
-2.74 -1.46 0.21
-0.80 -1.93 -1.21

The value obtained for the energy relative to the best compared isomer or geometry (same formula, charge and spin) is 0.0 kJ/mol. The charge is +2. For the LUMO energy, the calculation gives -8.24 eV. The value obtained for the HOMO energy is -18.7 eV. Its HOMO-LUMO gap is 10.48 eV.



Here is 2 unconnected molecules or ions with the total composition C7H14N3 at a distorted geometry from the Open Molecules 2025 dataset. Energies are from ωB97M-V/def2-TZVPD.

Geometry (Å):
C: -2.221 0.883 -0.083
C: -2.661 -0.437 -0.187
C: -0.385 -0.333 -0.439
C: -4.000 -0.976 -0.044
C: -0.219 2.120 0.219
C: 3.314 0.692 0.587
C: 2.211 -1.299 -0.347
N: -0.878 0.877 -0.188
N: -1.447 -1.137 -0.441
N: 2.994 -0.256 -0.429
H: -2.571 1.798 0.137
H: -4.685 -0.239 0.264
H: -4.437 -1.306 -0.946
H: -4.107 -1.927 0.481
H: -1.024 2.776 0.130
H: 0.132 1.980 1.281
H: 0.496 2.192 -0.534
H: 4.169 1.211 0.292
H: 2.448 1.363 0.485
H: 3.300 0.160 1.463
H: 1.792 -1.672 0.548
H: 1.991 -1.932 -1.218
H: -1.389 -2.030 -0.873
H: 3.205 -0.034 -1.379

Cartesian forces (eV/Å) of the 3 atoms listed first:
-0.43 -4.95 -0.17
1.98 2.18 -0.24
2.19 -0.14 -0.01

The value obtained for the energy relative to the best compared isomer or geometry (same formula, charge and spin) is 365.5 kJ/mol. The charge is +1. For the LUMO energy, the calculation gives -3.69 eV. The value obtained for the HOMO energy is -11.8 eV. Its HOMO-LUMO gap is 8.07 eV.



Here is a gas-phase ion, C7H14N3 (charge +1) at a distorted geometry from the Open Molecules 2025 dataset. Energies are from ωB97M-V/def2-TZVPD.

Geometry (Å):
C: 0.181 0.858 0.043
C: 0.586 -0.446 0.536
C: -1.293 0.793 0.297
C: 1.903 -1.182 0.451
C: -2.425 1.792 0.078
C: -0.601 -2.323 1.709
C: 0.843 1.283 -1.379
N: -1.574 -0.359 0.806
N: 1.123 0.332 -2.347
N: -0.511 -1.042 0.971
H: 0.598 1.645 0.725
H: 2.123 -1.593 1.459
H: 2.702 -0.456 0.100
H: 1.738 -1.892 -0.473
H: -3.207 1.170 -0.547
H: -2.105 2.628 -0.638
H: -2.954 2.132 1.040
H: -1.620 -2.583 1.702
H: -0.058 -3.105 1.197
H: -0.062 -2.123 2.634
H: 0.061 1.970 -1.810
H: 1.784 1.827 -1.072
H: 2.123 0.169 -2.343
H: 0.645 0.505 -3.138

Cartesian forces (eV/Å) of the 3 atoms listed first:
1.49 2.07 -0.47
4.75 1.17 -1.39
0.36 4.11 -2.02

The value obtained for the energy relative to the best compared isomer or geometry (same formula, charge and spin) is 38.6 kJ/mol. The charge is +1. For the LUMO energy (alpha / beta), the calculation gives -3.04 / -7.42 eV. The value obtained for the HOMO energy (alpha / beta) is -10.7 / -13.0 eV. The multiplicity is 3. Its HOMO-LUMO gap (alpha / beta) is 7.67 / 5.58 eV.



Here is 2 unconnected molecules or ions with the total composition C7H14N4O at a distorted geometry from the Open Molecules 2025 dataset. Energies are from ωB97M-V/def2-TZVPD.

Geometry (Å):
H: -1.296 -2.857 -0.801
N: -1.803 -2.230 -0.180
C: -1.845 -1.042 -0.668
N: -2.478 -0.013 -0.045
N: -3.281 -0.272 1.069
C: -2.288 1.350 -0.487
C: -3.189 2.340 0.246
H: -1.454 -0.750 -1.649
H: -2.782 -1.009 1.576
H: -4.188 -0.641 0.776
H: -2.452 1.383 -1.571
H: -1.204 1.650 -0.337
H: -2.919 3.391 -0.005
H: -3.081 2.181 1.334
H: -4.242 2.252 -0.017
C: 4.476 1.846 0.008
C: 3.966 0.810 0.334
C: 3.297 -0.436 0.722
C: 2.041 -0.800 -0.047
N: 1.550 0.132 -0.909
O: 1.490 -1.875 0.151
H: 4.926 2.785 -0.262
H: 3.970 -1.306 0.629
H: 3.001 -0.427 1.787
H: 0.963 -0.256 -1.613
H: 2.164 0.867 -1.248

Cartesian forces (eV/Å) of the 3 atoms listed first:
-0.07 0.20 0.16
-0.11 0.61 -0.40
-0.28 -0.75 0.13

The value obtained for the energy relative to the best compared isomer or geometry (same formula, charge and spin) is 312.0 kJ/mol. The charge is 0. As for the structure (SMILES): [H]/N=C/N(N)CC.C#CCC(N)=O. For the LUMO energy, the calculation gives 0.68 eV. The value obtained for the HOMO energy is -8.2 eV. Its HOMO-LUMO gap is 8.90 eV.



Here is a single C7H14NO3PS2 molecule at a distorted geometry from the Open Molecules 2025 dataset. Energies are from ωB97M-V/def2-TZVPD.

Geometry (Å):
C: -3.733 1.599 -0.617
C: -2.791 1.470 0.572
C: -1.352 1.763 0.198
S: -0.685 0.513 -0.957
P: 0.250 -0.719 0.418
O: -0.221 -0.612 1.789
S: 0.308 -2.661 -0.361
C: -1.427 -3.011 0.064
N: 2.266 -0.393 0.260
C: 3.367 -1.118 -0.301
C: 4.412 0.016 -0.425
O: 3.716 1.225 -0.150
C: 2.460 0.932 0.242
O: 1.613 1.742 0.531
H: -3.763 2.627 -0.971
H: -3.391 0.967 -1.434
H: -4.740 1.298 -0.344
H: -2.855 0.461 0.988
H: -3.087 2.168 1.360
H: -1.254 2.712 -0.326
H: -0.690 1.767 1.062
H: -1.609 -4.047 -0.204
H: -2.080 -2.358 -0.509
H: -1.571 -2.866 1.132
H: 3.109 -1.560 -1.272
H: 3.693 -1.914 0.373
H: 5.215 -0.089 0.309
H: 4.842 0.086 -1.427

Cartesian forces (eV/Å) of the 3 atoms listed first:
0.08 0.01 0.24
-0.11 -0.04 -0.12
0.09 -0.13 0.25

The charge is 0. As for the structure (SMILES): CCCS[P@@](=O)(SC)N1CCOC1=O. For the LUMO energy, the calculation gives 0.34 eV. The value obtained for the HOMO energy is -9.5 eV. Its HOMO-LUMO gap is 9.83 eV.



Here is a gas-phase ion, C7H14NO3S2 (charge +1) from the Open Molecules 2025 dataset. Energies are from ωB97M-V/def2-TZVPD.

Geometry (Å):
O: -3.318 -1.416 2.199
S: -3.081 -1.174 0.822
O: -3.271 -2.168 -0.186
O: -3.972 0.093 0.463
C: -1.411 -0.581 0.633
C: -1.057 0.558 1.578
C: 0.414 1.041 1.508
C: 1.392 0.271 0.613
C: 1.243 0.540 -0.902
C: 2.488 1.115 -1.568
S: 3.536 -0.336 -1.966
C: 2.142 -1.277 -2.091
N: 1.051 -0.743 -1.640
H: -3.972 0.258 -0.487
H: -0.814 -1.481 0.790
H: -1.336 -0.277 -0.415
H: -1.730 1.387 1.355
H: -1.288 0.251 2.596
H: 0.836 0.997 2.512
H: 0.437 2.098 1.232
H: 1.333 -0.803 0.798
H: 2.400 0.563 0.914
H: 0.383 1.182 -1.088
H: 3.033 1.796 -0.921
H: 2.266 1.598 -2.518
H: 2.137 -2.273 -2.517
H: 0.159 -1.218 -1.713

Cartesian forces (eV/Å) of the 3 atoms listed first:
-0.01 -0.09 0.02
-0.06 0.00 0.07
0.03 -0.01 -0.09

The charge is +1. For the LUMO energy, the calculation gives -4.69 eV. The value obtained for the HOMO energy is -14.3 eV. Its HOMO-LUMO gap is 9.59 eV.



Here is 2 unconnected molecules or ions with the total composition C7H14NO4 at a distorted geometry from the Open Molecules 2025 dataset. Energies are from ωB97M-V/def2-TZVPD.

Geometry (Å):
C: 3.615 -1.824 -2.011
C: 3.061 -2.406 -0.957
C: 0.804 -0.867 0.443
C: -2.590 -0.501 0.227
C: 3.061 -1.840 0.564
C: -2.258 0.857 0.956
C: 0.005 1.758 0.429
N: -1.288 1.676 0.283
O: 0.382 -2.074 -0.034
O: 0.686 2.085 -0.679
O: 0.665 1.723 1.570
O: 2.073 -0.871 0.851
H: 3.473 -2.351 -2.923
H: 4.365 -1.085 -1.979
H: 2.512 -3.317 -1.127
H: -3.618 -0.914 0.570
H: -2.420 -0.486 -0.797
H: -1.767 -1.311 0.471
H: 4.019 -1.300 0.738
H: 2.805 -2.719 1.132
H: -2.007 0.613 1.994
H: -3.272 1.465 0.780
H: -0.519 -2.045 -0.424
H: -1.503 1.782 -0.772
H: 1.503 2.514 -0.533
H: 1.305 1.032 1.827

Cartesian forces (eV/Å) of the 3 atoms listed first:
-0.07 -1.39 0.83
-0.32 1.56 1.77
-0.29 -1.51 -0.30

The value obtained for the energy relative to the best compared isomer or geometry (same formula, charge and spin) is 219.4 kJ/mol. The charge is +1. For the LUMO energy, the calculation gives -3.20 eV. The value obtained for the HOMO energy is -12.9 eV. Its HOMO-LUMO gap is 9.66 eV.



Here is 2 unconnected molecules or ions with the total composition C7H14NO4S at a distorted geometry from the Open Molecules 2025 dataset. Energies are from ωB97M-V/def2-TZVPD.

Geometry (Å):
C: 1.301 0.129 -0.577
C: -1.655 1.886 -2.360
C: -0.551 -1.185 2.550
C: 0.406 1.249 -1.020
C: -0.790 0.744 -1.834
C: 0.393 -2.345 2.676
C: 2.399 -0.909 1.175
N: 1.671 0.053 0.653
O: 1.920 -3.098 -0.290
O: 3.944 -3.000 1.161
O: 3.840 -1.763 -0.957
O: 0.300 -3.383 2.043
S: 3.162 -2.175 0.254
H: 1.648 -0.561 -1.344
H: -2.502 1.501 -2.927
H: -2.037 2.488 -1.537
H: -1.073 2.531 -3.013
H: -1.382 -1.449 1.899
H: -0.012 -0.344 2.108
H: -0.919 -0.890 3.532
H: 0.056 1.794 -0.142
H: 0.973 1.951 -1.647
H: -0.418 0.157 -2.675
H: -1.394 0.081 -1.210
H: 1.168 -2.223 3.450
H: 2.856 -0.772 2.133
H: 1.418 -3.389 0.480

Cartesian forces (eV/Å) of the 3 atoms listed first:
-0.22 0.50 0.25
0.07 -0.31 0.02
-0.07 -0.23 -0.19

The value obtained for the energy relative to the best compared isomer or geometry (same formula, charge and spin) is 122.5 kJ/mol. The charge is -1. For the LUMO energy, the calculation gives 3.43 eV. The value obtained for the HOMO energy is -3.0 eV. Its HOMO-LUMO gap is 6.38 eV.



Here is 2 unconnected molecules or ions with the total composition C7H14NO4S2 at a distorted geometry from the Open Molecules 2025 dataset. Energies are from ωB97M-V/def2-TZVPD.

Geometry (Å):
O: -1.657 5.369 -1.697
S: -1.298 4.088 -2.447
O: -1.598 4.321 -3.904
C: -2.182 2.641 -1.710
C: -1.722 1.208 -2.252
N: -0.437 1.318 -3.028
C: 0.574 1.264 -2.211
S: 1.959 1.804 -1.424
H: 0.071 3.911 -2.275
H: -3.304 2.740 -1.880
H: -2.018 2.690 -0.574
H: -2.522 0.897 -3.007
C: 0.610 -2.761 3.471
O: 0.700 -3.382 2.200
C: -0.220 -2.827 1.258
C: 0.481 -1.884 0.290
O: 0.941 -0.710 0.954
C: 2.338 -0.739 1.204
H: 1.452 -3.101 4.076
H: 0.657 -1.672 3.393
H: -0.320 -3.058 3.969
H: -1.044 -2.320 1.770
H: -0.639 -3.664 0.692
H: -0.239 -1.558 -0.468
H: 1.305 -2.391 -0.223
H: 2.886 -0.602 0.267
H: 2.647 -1.672 1.683
H: 2.579 0.090 1.872

Cartesian forces (eV/Å) of the 3 atoms listed first:
1.16 -3.18 -0.57
-2.65 4.75 -1.41
1.02 -1.69 2.53

The value obtained for the energy relative to the best compared isomer or geometry (same formula, charge and spin) is 138.7 kJ/mol. The charge is -1. For the LUMO energy, the calculation gives 2.87 eV. The value obtained for the HOMO energy is -2.9 eV. Its HOMO-LUMO gap is 5.77 eV.



It is found that the E_tot values, taken in the order of the records, are -782.62878 -782.10819 -439.04898 -438.95454 -569.29520 -1693.39703 -1351.71465 -630.45287 -1029.02622 -1427.04740 Ha.